{
  "formula": "C25H29AsN5O7PtSi2",
  "method": "the ωB97M-V functional and the def2-TZVPD basis",
  "species": ["Pt", "O", "C", "O", "C", "C", "C", "C", "C", "C", "O", "N", "O", "O", "N", "O", "O", "H", "H", "N", "C", "C", "C", "C", "C", "C", "N", "C", "C", "C", "C", "N", "C", "C", "H", "H", "H", "H", "H", "H", "H", "H", "H", "C", "Si", "C", "C", "As", "Si", "C", "C", "C", "H", "H", "H", "H", "H", "H", "H", "H", "H", "H", "H", "H", "H", "H", "H", "H", "H", "H"],
  "coordinates": [[-0.9952, -0.2776, 0.6178], [-3.7346, -0.6096, -2.1937], [-3.3433, -0.6433, -1.0577], [-2.3926, 0.2163, -0.6647], [-3.9520, -1.5494, -0.0342], [-5.2397, -1.9772, -0.3448], [-5.9771, -2.6894, 0.5694], [-5.4735, -2.9804, 1.8210], [-4.1819, -2.6059, 2.1041], [-3.3571, -1.9066, 1.1924], [-2.1134, -1.6251, 1.5557], [-3.7142, -2.9232, 3.4583], [-2.6194, -3.4396, 3.5765], [-4.4933, -2.7383, 4.3641], [-7.3438, -3.1171, 0.2310], [-7.9398, -3.7662, 1.0642], [-7.7679, -2.8071, -0.8603], [-5.6620, -1.7170, -1.3048], [-6.0766, -3.4889, 2.5593], [3.0950, 5.5766, -0.1960], [3.4308, 6.7437, -0.8469], [4.3947, 7.7180, -0.5926], [4.4445, 8.7711, -1.4783], [3.5707, 8.8598, -2.5808], [2.6218, 7.8958, -2.8254], [2.5529, 6.8173, -1.9373], [1.7087, 5.7278, -1.9396], [2.0562, 5.0215, -0.8988], [1.3945, 3.7717, -0.5415], [0.3073, 3.3419, -1.3003], [-0.3318, 2.1677, -0.9812], [0.0615, 1.3949, 0.0481], [1.1014, 1.8072, 0.7943], [1.7862, 2.9698, 0.5315], [3.5127, 5.2346, 0.6504], [5.0678, 7.6569, 0.2520], [5.1742, 9.5547, -1.3253], [3.6538, 9.7097, -3.2442], [1.9466, 7.9573, -3.6676], [-0.0317, 3.9387, -2.1345], [-1.1852, 1.8149, -1.5410], [1.3801, 1.1743, 1.6246], [2.6154, 3.2307, 1.1738], [0.5214, -3.6677, -1.9888], [1.5870, -2.2382, -1.4605], [1.3300, -0.7352, -2.5112], [3.3821, -2.6697, -1.2498], [0.7009, -1.8342, 0.7775], [0.5788, -3.8570, 2.1366], [-0.7200, -4.9375, 1.3591], [0.3737, -3.2208, 3.8613], [2.2851, -4.5571, 1.8629], [0.7696, -3.9153, -3.0252], [-0.5423, -3.4226, -1.9592], [0.6935, -4.5576, -1.3826], [1.7527, -0.9276, -3.5012], [1.8338, 0.1411, -2.1019], [0.2712, -0.5166, -2.6439], [3.8028, -2.9384, -2.2222], [3.5299, -3.5167, -0.5806], [3.9543, -1.8230, -0.8673], [-1.5528, -4.3715, 0.9471], [-1.1306, -5.5941, 2.1290], [-0.2769, -5.5553, 0.5766], [-0.4066, -2.4658, 3.9240], [1.3157, -2.8029, 4.2217], [0.0852, -4.0396, 4.5240], [2.4228, -4.9224, 0.8447], [2.4045, -5.4133, 2.5338], [3.0836, -3.8517, 2.0995]],
  "e_tot_ev": -128009.6804,
  "orbital_gap_ev": [4.96, 5.13],
  "charge": 1,
  "molar_mass_g_mol": 837.71,
  "e_above_lowest_kj_mol": 0.0
}

---

{
  "formula": "BrCuF30P5",
  "method": "the ωB97M-V functional and the def2-TZVPD basis",
  "species": ["Cu", "Br", "P", "F", "F", "F", "F", "F", "F", "P", "F", "F", "F", "F", "F", "F", "P", "F", "F", "F", "F", "F", "F", "P", "F", "F", "F", "F", "F", "F", "P", "F", "F", "F", "F", "F", "F"],
  "coordinates": [[6.0157, 8.3527, -11.9913], [5.9366, 9.0818, -8.1057], [5.4026, 6.8951, -17.1268], [6.8809, 6.3845, -17.5476], [4.9425, 5.3646, -16.8221], [5.9312, 7.2840, -15.6380], [3.9133, 7.5077, -16.7413], [5.8268, 8.4491, -17.6444], [4.9006, 6.5263, -18.5725], [8.5315, 11.4711, -13.6243], [8.4673, 11.1224, -12.0846], [10.1190, 11.6879, -13.6332], [8.8535, 9.9030, -13.9041], [8.5792, 11.6854, -15.2123], [6.9776, 11.2908, -13.6312], [8.3652, 13.0411, -13.2122], [9.5017, 4.3567, -11.1779], [10.0895, 4.3900, -9.6371], [9.9963, 2.8188, -11.3953], [8.1809, 3.6551, -10.5002], [8.9606, 4.2626, -12.7698], [8.8386, 5.8504, -11.0562], [11.0100, 5.0295, -11.5608], [1.5916, 11.3587, -12.8328], [0.6672, 10.3524, -13.7231], [0.7807, 10.9283, -11.4631], [2.6308, 10.1914, -12.4920], [2.6145, 12.2907, -11.8623], [2.4341, 11.6978, -14.1892], [0.4609, 12.6050, -13.0846], [2.6800, 4.5391, -11.1744], [2.1767, 5.7712, -10.1124], [2.1968, 5.5091, -12.3536], [4.1095, 5.3502, -11.5292], [3.1894, 3.4504, -12.1611], [3.3858, 3.7410, -9.9589], [1.1990, 3.7601, -11.0753]],
  "e_tot_ev": -242676.9152,
  "orbital_gap_ev": [8.68, 5.70],
  "s2": 0.752,
  "charge": -4,
  "multiplicity": 2,
  "molar_mass_g_mol": 868.26,
  "e_above_lowest_kj_mol": 0.0
}

---

{
  "formula": "C28H38N4P2Pb",
  "method": "the ωB97M-V functional and the def2-TZVPD basis",
  "species": ["Pb", "C", "C", "C", "C", "C", "C", "C", "C", "C", "H", "H", "H", "H", "H", "H", "H", "H", "H", "H", "H", "H", "H", "H", "H", "P", "P", "N", "N", "N", "N", "C", "C", "C", "C", "C", "C", "C", "C", "C", "C", "C", "C", "C", "C", "C", "C", "C", "C", "H", "H", "H", "H", "H", "H", "H", "H", "H", "H", "H", "H", "H", "H", "H", "H", "H", "H", "H", "H", "C", "H", "H", "H"],
  "coordinates": [[-0.3424, -0.5527, 0.7173], [8.6809, 0.2623, 1.7721], [8.0206, 1.1767, 1.0579], [8.1615, 1.4991, -0.3984], [8.7595, 0.3913, -1.2967], [8.0061, -0.9121, -1.2676], [8.1617, -1.9202, -0.4044], [9.1491, -2.0349, 0.7247], [9.7197, -0.7124, 1.2863], [-1.8263, -1.7859, -0.4959], [8.5122, 0.2297, 2.8589], [7.3476, 1.8575, 1.5947], [8.7850, 2.4023, -0.5244], [7.1679, 1.7765, -0.7855], [8.7404, 0.7696, -2.3330], [9.8171, 0.2606, -1.0442], [7.2964, -1.0436, -2.0957], [7.5743, -2.8316, -0.5638], [10.0040, -2.6622, 0.4167], [8.6644, -2.5891, 1.5434], [10.3609, -0.9788, 2.1441], [10.3861, -0.2653, 0.5411], [-2.5565, -2.1869, 0.2308], [-1.3187, -2.6085, -1.0218], [-2.3284, -1.1409, -1.2370], [1.5199, -0.7450, -1.7420], [1.7603, 1.6306, 0.2837], [2.1307, -2.4115, -1.6748], [1.0050, -0.7231, -3.4280], [2.9442, 1.2537, 1.5587], [1.4798, 3.3357, 0.6767], [3.0587, 0.2310, -1.7770], [2.8488, 1.6605, -1.1777], [1.8661, -3.2241, -0.5632], [2.5561, -4.4110, -0.6971], [3.2837, -4.3474, -1.9295], [3.0104, -3.1127, -2.5040], [-0.1783, -1.3676, -3.8447], [-0.5134, -0.9169, -5.1096], [0.4777, 0.0401, -5.5021], [1.3823, 0.1479, -4.4572], [2.5894, 0.4694, 2.6645], [3.7212, 0.1918, 3.4079], [4.8237, 0.8249, 2.7553], [4.3190, 1.4647, 1.6298], [2.2852, 4.3753, 1.1555], [1.5399, 5.5462, 1.1878], [0.2209, 5.2247, 0.7274], [0.2049, 3.8754, 0.4282], [3.4390, 0.2895, -2.8083], [3.8084, -0.3207, -1.1839], [3.8140, 2.1230, -0.9195], [2.3493, 2.3059, -1.9223], [1.1981, -2.8754, 0.2108], [2.5348, -5.2231, 0.0094], [3.9157, -5.1285, -2.3231], [3.3473, -2.6846, -3.4336], [-0.6560, -2.0894, -3.2039], [-1.3702, -1.2236, -5.6871], [0.5094, 0.5838, -6.4319], [2.2698, 0.7457, -4.3556], [1.5573, 0.1803, 2.8214], [3.7606, -0.4037, 4.3064], [5.8598, 0.8008, 3.0642], [4.8280, 2.0545, 0.8827], [3.3031, 4.1878, 1.4600], [1.8752, 6.5211, 1.5053], [-0.6129, 5.8990, 0.6347], [-0.5839, 3.2224, 0.0870], [-1.5848, 0.9083, 1.9602], [-2.3244, 1.3949, 1.3027], [-0.9376, 1.6763, 2.4089], [-2.0905, 0.2983, 2.7275]],
  "e_tot_ev": -59416.6159,
  "orbital_gap_ev": [2.45, 2.32],
  "charge": 2,
  "molar_mass_g_mol": 699.79,
  "e_above_lowest_kj_mol": 0.0
}